Record 1
A cluster of 2 separate species, C4H8N2O in total at a distorted geometry. Source: the Open Molecules 2025 dataset; level of theory: the ωB97M-V functional and the def2-TZVPD basis.

Kohn-Sham gap: 10.20 eV
molar mass: 100.121 g/mol
LUMO: 0.94 eV
total energy: -341.86896 hartree
SMILES string: CC(=O)CN.C#N
total charge: 0
E_HOMO: -9.26 eV

Each line ends with the Mulliken charge.
Cartesian coordinates (Å):
C1 -0.16123 -1.44467 -2.10011  0.025
C2 -1.17504 0.10994 1.35184  -1.034
C3 0.64563 0.72458 -0.28669  -0.235
C4 -0.78274 0.84510 0.11777  0.569
N1 0.46064 -2.16097 -1.47024  -0.358
N2 1.46178 -0.03527 0.71852  -0.498
O1 -1.62075 1.32355 -0.60260  -0.589
H1 -0.94819 0.36946 2.39522  0.298
H2 -0.63467 -0.74127 1.14815  0.296
H3 -2.19456 -0.05628 1.23151  0.366
H4 0.74830 0.42947 -1.41682  0.131
H5 0.93417 1.79747 -0.24455  0.339
H6 2.33821 0.52935 0.60817  0.185
H7 1.67292 -0.93859 1.17565  0.164
H8 -0.74446 -0.75188 -2.62581  0.343

***

Record 2
An isolated molecule of C4H8N2O. Source: the Open Molecules 2025 dataset; level of theory: the ωB97M-V functional and the def2-TZVPD basis.

Kohn-Sham gap: 10.35 eV
molar mass: 100.121 g/mol
LUMO: 0.96 eV
total energy: -341.92208 hartree
SMILES string: NC(=O)CN1CC1
total charge: 0
E_HOMO: -9.40 eV

Each line ends with the Mulliken charge.
Cartesian coordinates (Å):
N1 -1.77136 1.35212 -0.87052  -0.361
C1 -1.29770 1.14452 0.40843  0.322
O1 -1.88392 1.65688 1.34332  -0.579
C2 -0.24473 0.11792 0.84049  -0.247
N2 0.18015 -0.80191 -0.17681  -0.337
C3 1.29747 -1.65706 0.16281  -0.309
C4 1.46123 -0.51600 -0.77585  -0.480
H1 -2.73285 1.65617 -0.85974  0.230
H2 -1.29987 1.41017 -1.75933  0.197
H3 0.58171 0.63799 1.36508  0.309
H4 -0.76628 -0.45038 1.62152  0.279
H5 1.74504 -1.56023 1.15356  0.235
H6 1.22399 -2.67668 -0.20654  0.234
H7 1.99431 0.35794 -0.39836  0.253
H8 1.51280 -0.67143 -1.84806  0.254

***

Record 3
An isolated molecule of C4H8N2O at a distorted geometry. Source: the Open Molecules 2025 dataset; level of theory: the ωB97M-V functional and the def2-TZVPD basis.

Kohn-Sham gap: 7.80 eV
molar mass: 100.121 g/mol
LUMO: 0.60 eV
total energy: -341.83947 hartree
total charge: 0
E_HOMO: -7.20 eV

Each line ends with the Mulliken charge.
Cartesian coordinates (Å):
N1 1.23232 -0.94312 0.16790  -0.504
C1 -0.15424 -0.55533 0.72395  0.463
C2 -0.79744 -0.12560 -0.56936  -1.097
C3 -0.56876 1.33443 -0.81426  -0.379
O1 0.86087 1.58306 -0.75972  -0.538
C4 -0.75770 -1.74010 1.33640  -0.001
N2 -1.23885 -2.67517 1.81999  -0.428
H1 1.76785 -0.07050 0.08680  0.339
H2 1.75707 -1.71046 0.60063  0.325
H3 0.01832 0.20302 1.50294  0.241
H4 -1.83715 -0.42958 -0.68728  0.204
H5 0.72619 -1.03700 -0.82712  0.477
H6 -1.03340 2.00913 -0.06597  0.308
H7 -0.96637 1.61943 -1.79907  0.310
H8 0.99128 2.53781 -0.71582  0.281

***

Record 4
An isolated molecule of C4H8N2O at a distorted geometry. Source: the Open Molecules 2025 dataset; level of theory: the ωB97M-V functional and the def2-TZVPD basis.

Kohn-Sham gap: 10.21 eV
molar mass: 100.121 g/mol
LUMO: 0.97 eV
total energy: -341.90551 hartree
SMILES string: O=C1NCCCN1
total charge: 0
E_HOMO: -9.24 eV

Each line ends with the Mulliken charge.
Cartesian coordinates (Å):
O1 1.62528 -0.63718 1.06883  -0.572
C1 1.35150 -0.22953 -0.04183  0.520
N1 0.50059 -0.95101 -0.95483  -0.403
C2 -0.70657 -1.19902 -0.14913  -0.433
C3 -0.98056 0.14456 0.57261  -0.677
C4 -0.24011 1.31017 -0.09173  -0.439
N2 1.43965 1.08951 -0.43660  -0.554
H1 0.94585 -1.80410 -1.27236  0.294
H2 -1.53473 -1.45358 -0.81408  0.378
H3 -0.56638 -2.01611 0.57140  0.279
H4 -0.92060 0.07003 1.66824  0.314
H5 -1.96131 0.58388 0.31734  0.321
H6 -0.49246 2.21780 0.47879  0.368
H7 -0.58638 1.35460 -1.11556  0.308
H8 2.12623 1.51998 0.19892  0.295

***

How do the records compare in energy relative to the best compared isomer or geometry (same formula, charge and spin)? In the order shown, they have 353.6; 214.1; 431.0; 257.6 kJ/mol.